1.
Formula: C6H18O2
Source: the OMol25 dataset
Level of theory: ωB97M-V with the def2-TZVPD basis set

Properties
Energy above the lowest of the compared OMol25 structures with the same formula, charge and spin ... 31.1 kcal/mol
Total energy ... -389.82202 Eh
Kohn-Sham gap ... 11.3 eV
Lowest unoccupied orbital energy ... 0.76 eV

Structure (ORCA input):
```
! wB97M-V def2-TZVPD RIJCOSX def2/J DEFGRID3
* xyz 0 1
C -1.4621 -2.2861 -0.7652
C -0.2295 -1.3818 -0.6350
C -0.1380 -0.5377 -1.8631
C -0.8382 0.8950 -1.8428
C -0.7936 1.6799 -0.5326
C 0.5989 2.1493 -0.0062
H -2.3830 -1.7156 -0.7286
H -1.5234 -2.8710 -1.7334
H -1.4136 -3.0189 0.0232
H -0.2674 -0.8569 0.4496
H 0.7155 -1.9009 -0.5751
H 0.9218 -0.2981 -2.1622
H -0.4859 -1.1289 -2.7528
H -1.9447 0.7218 -1.9967
H -0.4443 1.5552 -2.6180
H -1.3496 2.6471 -0.5381
H -1.2114 1.0712 0.3224
H 0.6861 3.1913 -0.1273
H 1.3276 1.7536 -0.7128
H 0.8426 1.8757 1.0485
O 0.4597 0.0093 3.3520
H 0.3781 0.3632 2.3974
H 0.0443 -0.7922 3.1142
O 1.9019 -0.4719 1.3445
H 2.1307 0.1915 0.7475
H 2.2578 -0.2002 2.1395
*
```

=====

2.
Formula: C6H18O3
Source: the OMol25 dataset
Level of theory: ωB97M-V with the def2-TZVPD basis set

Properties
Energy above the lowest of the compared OMol25 structures with the same formula, charge and spin ... 26.9 kcal/mol
Total energy ... -465.06701 Eh
Kohn-Sham gap ... 10.3 eV
Lowest unoccupied orbital energy ... 0.76 eV

Structure (ORCA input):
```
! wB97M-V def2-TZVPD RIJCOSX def2/J DEFGRID3
* xyz 0 1
C 1.8852 -0.1929 -0.0729
C 0.3989 0.0235 0.1207
O -0.2839 0.2835 -1.0931
H 2.3008 0.7565 -0.4370
H 2.1964 -0.9870 -0.7443
H 2.4276 -0.2889 0.8728
H 0.0224 0.7760 0.8166
H 0.0489 -0.9231 0.5446
H -0.2564 1.2357 -1.3390
C -1.3795 -4.5547 0.2634
C -1.8786 -3.2437 0.8414
O -1.5352 -3.1983 2.2291
H -1.9203 -4.8796 -0.6292
H -1.5124 -5.3640 0.9842
H -0.3174 -4.5494 0.0153
H -2.9642 -3.1542 0.7189
H -1.5082 -2.3436 0.3539
H -2.1768 -3.7293 2.7067
C 1.3673 3.7960 0.0615
C 0.3155 4.1216 -0.9624
O -0.1304 2.9228 -1.6324
H 2.3628 3.5276 -0.2956
H 1.0168 2.9772 0.6919
H 1.5662 4.6149 0.7589
H 0.5858 4.8878 -1.6914
H -0.6209 4.4575 -0.5024
H -0.0107 3.0281 -2.5802
*
```

=====

3.
Formula: C6H18O3RbS3
Source: the OMol25 dataset
Level of theory: ωB97M-V with the def2-TZVPD basis set

Properties
Energy above the lowest of the compared OMol25 structures with the same formula, charge and spin ... 13.2 kcal/mol
Total energy ... -1683.52258 Eh
Kohn-Sham gap ... 9.3 eV
Lowest unoccupied orbital energy ... -2.62 eV

Structure (ORCA input):
```
! wB97M-V def2-TZVPD RIJCOSX def2/J DEFGRID3
* xyz 1 1
Rb 1.3944 2.1286 -0.0799
C 2.5144 -1.2015 -3.3921
S 3.4766 -0.7865 -1.8992
O 3.0365 0.6362 -1.6296
C 2.5719 -1.7861 -0.6658
H 1.5447 -0.7045 -3.2935
H 2.3513 -2.2654 -3.5482
H 2.9896 -0.7044 -4.2360
H 2.1228 -1.1750 0.1170
H 3.2394 -2.5186 -0.2136
H 1.7373 -2.3395 -1.1037
C -2.6406 1.3106 -1.5568
S -1.4957 0.2295 -2.4670
O -0.1452 0.8662 -2.2515
C -1.5409 -1.2787 -1.4377
H -2.4082 1.2752 -0.4886
H -3.6917 1.0135 -1.5907
H -2.5324 2.2939 -2.0032
H -2.5714 -1.6048 -1.3089
H -0.9758 -1.1485 -0.5196
H -1.0739 -1.9914 -2.1194
C -0.5331 -0.0516 4.3918
S 0.2327 1.0340 3.1680
O 0.1312 0.3820 1.7932
C -1.1792 2.2120 3.1165
H -1.3638 -0.6125 3.9516
H -0.9373 0.4200 5.2869
H 0.1726 -0.8207 4.7100
H -2.0161 1.5931 2.7903
H -0.9883 2.9860 2.3799
H -1.4219 2.6087 4.0999
*
```

=====

4.
Formula: C6H18O3S2Sb
Source: the OMol25 dataset
Level of theory: ωB97M-V with the def2-TZVPD basis set

Properties
Total energy ... -1501.52245 Eh
Kohn-Sham gap ... 7.3 eV
Lowest unoccupied orbital energy ... 2.67 eV

Structure (ORCA input):
```
! wB97M-V def2-TZVPD RIJCOSX def2/J DEFGRID3
* xyz -1 1
C -1.5422 -1.6559 -3.4928
C -0.3386 -0.5313 -3.2650
O 0.5573 -0.8175 -2.1473
Sb -0.2489 -0.5576 -0.3091
C 1.7716 0.0826 0.4672
C 1.8193 0.2106 2.1030
C 1.4667 -1.1965 2.8947
S 1.5338 -0.7721 4.7573
S -0.9656 1.7440 -0.7027
C -1.1571 2.6881 0.9005
O -0.0177 2.5059 -1.6594
O -2.3803 1.6757 -1.3992
H -1.8542 -1.7526 -4.6146
H -2.4885 -1.2063 -2.9201
H -1.3042 -2.6655 -2.9513
H 0.3322 -0.6295 -4.2499
H -0.7785 0.5526 -3.3082
H -1.8235 -1.2437 -0.7639
H -0.8931 -0.4190 1.3195
H 0.2504 -2.2052 0.0819
H 2.0393 1.1199 -0.0603
H 2.5789 -0.6977 0.1086
H 2.9537 0.4628 2.3777
H 1.1926 1.1311 2.5045
H 2.2287 -2.0726 2.6738
H 0.3744 -1.5807 2.6986
H 0.1982 -0.7741 5.2322
H -0.6163 2.0643 1.7369
H -2.3020 2.8278 1.1921
H -0.5861 3.7124 0.7955
*
```

=====

5.
Formula: C6H18O6Si2
Source: the OMol25 dataset
Level of theory: ωB97M-V with the def2-TZVPD basis set

Properties
Energy above the lowest of the compared OMol25 structures with the same formula, charge and spin ... 0.0 kcal/mol
Total energy ... -1270.07801 Eh
Kohn-Sham gap ... 9.9 eV
Lowest unoccupied orbital energy ... 0.39 eV

Structure (ORCA input):
```
! wB97M-V def2-TZVPD RIJCOSX def2/J DEFGRID3
* xyz 0 1
C -0.1583 2.2660 2.9908
C -0.3791 1.3465 1.7535
O -0.5944 0.0899 2.1205
Si -0.6651 -1.2934 1.1684
O -1.0529 -2.5293 2.1708
O -1.8968 -1.1306 0.1211
C 1.1186 -1.6140 0.2141
C 1.1803 -3.1983 -0.1828
Si 1.1696 -0.6643 -1.4644
O 0.3192 -1.3389 -2.6752
O 2.7008 -0.5223 -1.9294
O 0.6303 0.8201 -1.0578
C 0.1702 2.0115 -1.6207
C -1.2518 2.0577 -1.9366
H -1.1726 2.5491 3.3608
H 0.3858 1.7002 3.8042
H 0.2703 3.2080 2.6718
H 0.5683 1.5704 1.1136
H -1.1602 1.7882 1.1196
H -1.2018 -2.3669 3.1337
H -2.7499 -1.4708 0.0732
H 2.0488 -1.5793 0.7022
H 0.3362 -3.2951 -0.9446
H 1.0404 -3.9307 0.6843
H 2.0634 -3.4579 -0.7951
H -0.6879 -1.3542 -2.8178
H 3.0043 -1.2790 -2.4327
H 0.3518 2.8724 -0.7814
H 0.7387 2.3483 -2.4724
H -1.8174 1.2243 -1.6571
H -1.7064 2.9152 -1.4496
H -1.6026 2.2573 -2.9850
*
```

=====

6.
Formula: C6H18O6Tl
Source: the OMol25 dataset
Level of theory: ωB97M-V with the def2-TZVPD basis set

Properties
Energy above the lowest of the compared OMol25 structures with the same formula, charge and spin ... 71.7 kcal/mol
Total energy ... -861.92807 Eh
Kohn-Sham gap ... 1.6 eV
Lowest unoccupied orbital energy ... -16.21 eV

Structure (ORCA input):
```
! wB97M-V def2-TZVPD RIJCOSX def2/J DEFGRID3
* xyz 3 1
Tl 0.6897 0.5283 -2.8653
C -0.5617 6.5689 -1.1580
C -1.7672 5.8162 -0.6258
O -2.1985 4.8070 -1.4805
O 0.5484 5.6026 -1.0672
H -0.5238 7.4938 -0.5826
H -0.6077 6.7277 -2.2354
H -2.6051 6.4856 -0.4312
H -1.4423 5.3168 0.2869
H -3.1506 4.9020 -1.4035
H 1.2866 6.1874 -0.8814
C -2.5633 -3.5370 0.4925
C -2.9493 -4.3399 -0.7967
O -2.1325 -4.0242 -1.9294
O -2.5470 -2.1037 0.3303
H -1.5634 -3.8576 0.7849
H -3.0757 -3.7770 1.4241
H -3.9637 -4.1768 -1.1605
H -2.8998 -5.3863 -0.4954
H -2.1707 -4.7975 -2.4970
H -3.2801 -1.6668 0.7700
C 3.3978 -1.8735 2.2132
C 4.0516 -2.9356 1.3456
O 3.1215 -3.2499 0.2552
O 3.2738 -0.5861 1.5678
H 4.1745 -1.7200 2.9623
H 2.5144 -2.0637 2.8228
H 4.1913 -3.8960 1.8418
H 5.0649 -2.6408 1.0729
H 3.6550 -3.7572 -0.3609
H 4.0330 -0.0467 1.8008
*
```

=====

7.
Formula: C6H18Si2
Source: the OMol25 dataset
Level of theory: ωB97M-V with the def2-TZVPD basis set

Properties
Energy above the lowest of the compared OMol25 structures with the same formula, charge and spin ... 5.7 kcal/mol
Total energy ... -818.40861 Eh
Kohn-Sham gap ... 9.8 eV
Lowest unoccupied orbital energy ... 0.93 eV

Structure (ORCA input):
```
! wB97M-V def2-TZVPD RIJCOSX def2/J DEFGRID3
* xyz 0 1
C -2.2958 -0.3181 0.5568
Si -0.9661 -0.1122 -0.7719
C -1.3510 -1.2366 -2.1367
C -1.0735 1.6570 -1.3876
Si 0.9590 -0.2279 0.5273
C 2.4866 -0.2540 -0.5097
C 1.1813 -1.3329 2.0391
C 1.0131 1.4780 1.3192
H -3.2199 -0.5271 -0.0352
H -2.1087 -1.1425 1.1927
H -2.3760 0.5644 1.2363
H -2.2213 -0.8433 -2.7200
H -0.4849 -1.4490 -2.7388
H -1.5764 -2.1919 -1.6394
H -0.6173 1.7917 -2.3630
H -0.4898 2.2885 -0.7010
H -2.1201 2.0167 -1.3335
H 3.3800 -0.2097 0.1236
H 2.4341 -1.2146 -0.9935
H 2.5034 0.5666 -1.2599
H 2.2042 -1.7093 2.2099
H 0.8991 -0.7546 2.8904
H 0.5337 -2.2407 1.9477
H 1.2843 2.2065 0.5986
H 1.8388 1.3938 2.0247
H 0.1834 1.8012 1.9240
*
```

=====

8.
Formula: C6H19B3N4O12
Source: the OMol25 dataset
Level of theory: ωB97M-V with the def2-TZVPD basis set

Properties
Energy above the lowest of the compared OMol25 structures with the same formula, charge and spin ... 4.9 kcal/mol
Total energy ... -1436.40321 Eh
Kohn-Sham gap ... 11.2 eV
Lowest unoccupied orbital energy ... -0.01 eV

Structure (ORCA input):
```
! wB97M-V def2-TZVPD RIJCOSX def2/J DEFGRID3
* xyz 0 1
C -2.2531 1.6590 -0.9423
C -1.3789 0.4986 -0.5165
O -0.3086 0.8890 0.3628
B -0.4967 0.7613 1.6724
O 0.4011 1.4299 2.5137
B -0.3045 2.2926 3.3038
O -1.6087 1.9962 3.6312
B -2.0521 0.7278 3.3097
O -1.4825 0.0153 2.2920
H -2.5335 1.5110 -1.9775
H -1.7386 2.6082 -0.8557
H -3.1729 1.7116 -0.3718
H -0.9065 0.0993 -1.4016
H -2.0096 -0.2836 -0.1226
H 0.2245 3.2785 3.6932
H -2.9288 0.2424 3.9406
C 2.2603 -1.0435 2.1766
N 3.3315 -2.0565 1.9692
O 3.0569 -3.0479 1.3207
O 4.4144 -1.8160 2.4617
H 1.3621 -1.3953 1.6825
H 2.1059 -0.9393 3.2454
H 2.6044 -0.1087 1.7467
C 1.6975 -1.3043 -2.8534
N 0.4714 -1.2710 -3.6997
O -0.6087 -1.2800 -3.1316
O 0.6284 -1.2205 -4.8984
H 1.3965 -1.3398 -1.8135
H 2.2613 -2.1883 -3.1346
H 2.2616 -0.4017 -3.0669
C 3.0424 3.3821 0.0242
N 2.1350 2.7924 -0.9980
O 2.4035 1.6826 -1.4213
O 1.1825 3.4608 -1.3362
H 3.8381 2.6754 0.2248
H 3.4311 4.3097 -0.3834
H 2.4471 3.5702 0.9125
C -2.9291 -3.4838 -1.4788
N -3.7917 -2.6695 -0.5787
O -3.7936 -1.4633 -0.7380
O -4.4369 -3.2675 0.2565
H -2.4196 -2.8158 -2.1627
H -2.2259 -4.0216 -0.8502
H -3.5770 -4.1763 -2.0067
*
```